[1]
C6H13NO | wB97M-V/def2-TZVPD

## Properties
ΔE to the lowest compared entry with this formula, charge and spin	144.7	kcal per mole
frontier orbital gap	10.18	eV
F_max	4.9	eV/Å
spin multiplicity	1

Atoms and positions in Å:
1 C -3.46032 -0.31300 1.34122
2 C -2.62310 0.64021 -1.03884
3 C -2.46308 -0.57271 0.24149
4 C -2.27740 -1.84075 -0.15737
5 H -3.91162 -1.15789 1.86268
6 H -4.35283 0.26436 1.09703
7 H -2.97297 0.30598 2.10014
8 H -2.15565 0.27095 -1.94228
9 H -3.70052 0.77908 -1.05365
10 H -2.21762 1.59113 -0.70888
11 H -2.69411 -2.63119 0.45452
12 H -1.80844 -2.11497 -1.08913
13 C 4.11580 -0.02524 1.08044
14 C 3.94182 0.21225 -0.32493
15 O 3.43729 1.41677 -2.15641
16 N 3.63672 1.39558 -0.75394
17 H 3.35397 2.36832 -2.31104
18 H 4.02955 -0.61825 -1.02888
19 H 2.82564 -0.55848 1.40847
20 H 4.13349 0.85577 1.71799
21 H 5.16338 -0.26792 1.26138


[2]
C24H22F9N2SSiW | wB97M-V/def2-TZVPD

## Properties
ΔE to the lowest compared entry with this formula, charge and spin	70.1	kcal per mole
frontier orbital gap (spin up / spin down)	5.88 / 5.87	eV
F_max	2.7	eV/Å
net charge	+1
spin multiplicity	1

Atoms and positions in Å:
1 W -1.65356 -0.17820 -0.20730
2 C 1.61954 1.18137 -2.71134
3 N -1.28544 0.53280 -1.75311
4 C 0.27706 -0.67353 -4.34614
5 C -1.85678 1.82717 -2.13831
6 C -2.15223 2.66174 -0.87146
7 N -2.57601 1.70960 0.14690
8 C -3.17788 1.99594 1.30833
9 C -3.42165 0.89822 2.14282
10 F -3.06462 -0.33104 1.57156
11 C -3.99114 0.95509 3.38804
12 F -4.18009 -0.17068 4.07918
13 C -4.35616 2.18454 3.90440
14 C -4.12308 3.29979 3.11556
15 F -4.45215 4.50546 3.58637
16 C -3.54898 3.23140 1.85933
17 F -3.33580 4.35972 1.15765
18 H 1.33279 1.66784 -3.63807
19 H 2.68774 1.28234 -2.53731
20 H 1.03969 1.56008 -1.87752
21 H 0.64794 0.03892 -5.07570
22 H -0.75033 -0.46640 -4.05609
23 H 0.37350 -1.69414 -4.71141
24 H -2.79472 1.65526 -2.67614
25 H -1.18977 2.35933 -2.82388
26 H -2.92153 3.40765 -1.08611
27 H -1.24170 3.20211 -0.57106
28 H -4.80127 2.27573 4.88313
29 F 6.29918 -3.24295 -3.97675
30 C 5.16183 -2.63362 -3.72861
31 C 4.37673 -3.04779 -2.66324
32 F 4.76802 -4.04949 -1.89861
33 C 3.17807 -2.39967 -2.40695
34 F 2.42801 -2.79273 -1.38756
35 C 2.75784 -1.34438 -3.21085
36 S 1.23400 -0.57988 -2.81689
37 C 3.56573 -0.93655 -4.27529
38 F 3.18489 0.08574 -5.03573
39 C 4.75979 -1.57204 -4.54153
40 F 5.51895 -1.18289 -5.54936
41 C 2.00967 0.77277 0.74291
42 Si 0.30864 0.01040 1.05381
43 C -1.54029 -2.38070 -0.02732
44 C 0.28322 -0.64490 2.80712
45 C 0.97006 0.06017 3.80778
46 C 0.92711 -0.34842 5.12986
47 C 0.19921 -1.47537 5.48194
48 C -0.48697 -2.18674 4.51028
49 C -0.45427 -1.77032 3.18862
50 H 2.75202 -0.02706 0.67363
51 H 2.31276 1.41751 1.56865
52 H 2.05759 1.37284 -0.15896
53 H -0.61751 -2.94298 0.09128
54 H -1.80316 -2.50357 -1.08746
55 H -2.36588 -2.90240 0.46055
56 H 1.54642 0.94377 3.55736
57 H 1.45949 0.21294 5.88621
58 H 0.16537 -1.79646 6.51475
59 H -1.05515 -3.06625 4.78346
60 H -1.00476 -2.32709 2.44457


[3]
C44H61BBr4EuNO11PS | wB97M-V/def2-TZVPD

## Properties
ΔE to the lowest compared entry with this formula, charge and spin	13.4	kcal per mole
frontier orbital gap (spin up / spin down)	5.14 / 5.15	eV
F_max	2.3	eV/Å
net charge	-2
expectation value of S²	15.759
spin multiplicity	8

Atoms and positions in Å:
1 Eu -1.44649 0.18461 -0.76959
2 Br -4.20724 5.37101 -5.32467
3 C -4.06315 3.77333 -4.35516
4 C -4.79603 2.69714 -4.71871
5 Br -6.10678 2.77143 -6.09771
6 C -4.61478 1.46708 -3.98860
7 Br -5.54163 -0.17084 -4.53941
8 C -3.70686 1.31995 -2.97481
9 O -3.46374 0.21351 -2.35081
10 C -2.88018 2.48697 -2.61991
11 O -2.00871 2.40763 -1.66366
12 C -3.12419 3.68288 -3.31495
13 Br -1.95698 5.10505 -2.82855
14 C 0.81463 4.11862 2.64369
15 C 0.22706 2.89978 3.33767
16 C 0.88244 2.73242 4.69984
17 C 0.30215 1.57924 2.53475
18 C 1.59552 1.17366 2.11835
19 C 2.14221 0.11325 1.48123
20 C 3.59966 -0.20361 1.74988
21 C 3.69596 -1.15650 2.94399
22 C 4.49157 1.00711 2.10747
23 C 1.43685 -1.10222 0.92768
24 C 0.43239 -1.75574 1.51734
25 C -0.31401 -1.13693 2.68883
26 C -0.18469 -3.16552 1.21385
27 C 0.29637 -4.14515 2.31945
28 C -0.03495 -3.92132 -0.12403
29 C 2.15083 -1.70890 -0.26273
30 C 2.80459 -2.93721 -0.04683
31 C 3.36932 -3.67281 -1.05097
32 C 3.38627 -3.20360 -2.33499
33 C 2.88853 -1.95506 -2.57719
34 C 2.29918 -1.16507 -1.57404
35 P 1.78599 0.55222 -2.08474
36 C 3.43517 1.53865 -2.09681
37 C 3.27893 2.90369 -2.73248
38 C 3.77984 1.75789 -0.63979
39 C 4.65858 0.78010 -2.69984
40 C 1.28128 0.56197 -3.88683
41 C 2.36327 0.63053 -4.98463
42 C 0.37671 -0.65330 -4.15478
43 C 0.34744 1.78023 -3.96614
44 H 0.71547 4.98689 3.29321
45 H 0.31815 4.36342 1.72429
46 H 1.87277 3.99847 2.38548
47 H -0.82236 3.09007 3.50974
48 H 1.95673 2.51501 4.61028
49 H 0.44193 1.86963 5.23402
50 H 0.80210 3.65302 5.30960
51 H 2.35407 1.89340 2.48118
52 H 3.99757 -0.71141 0.87332
53 H 3.36441 -0.67040 3.87036
54 H 4.72559 -1.51693 3.11196
55 H 3.04494 -2.03350 2.84231
56 H 4.52212 1.05007 3.19077
57 H 4.16896 1.94223 1.68665
58 H 5.48952 0.77183 1.79947
59 H -1.32738 -1.52626 2.70692
60 H -1.26264 -3.04008 1.33185
61 H 1.36413 -4.22499 2.26072
62 H -0.12071 -5.14150 2.16792
63 H 0.04216 -3.86772 3.33135
64 H 0.22252 -3.30738 -0.97431
65 H -0.98888 -4.45796 -0.40160
66 H 0.72052 -4.69547 -0.08844
67 H 2.78819 -3.30208 0.96592
68 H 3.85048 -4.63382 -0.83644
69 H 3.80342 -3.73578 -3.17219
70 H 2.90847 -1.56239 -3.57642
71 H 2.44560 3.43424 -2.24855
72 H 3.10862 2.88773 -3.82374
73 H 4.16444 3.48291 -2.57486
74 H 2.96968 2.19645 -0.05458
75 H 4.64365 2.40291 -0.53269
76 H 4.03784 0.80245 -0.22342
77 H 4.56430 0.62044 -3.77406
78 H 4.74743 -0.18817 -2.19685
79 H 5.57357 1.33033 -2.45089
80 H 3.06021 -0.19116 -5.02154
81 H 2.96749 1.53043 -4.88802
82 H 1.87549 0.68572 -5.95558
83 H 0.86501 -1.61149 -4.09458
84 H -0.00864 -0.59192 -5.17362
85 H -0.45903 -0.65969 -3.45766
86 H -0.39939 1.80192 -3.16085
87 H -0.15280 1.77649 -4.91843
88 H 0.89846 2.71116 -3.88216
89 O -3.31387 3.35896 1.13497
90 H -3.56510 2.45326 1.38386
91 H -2.93985 3.28128 0.25135
92 O 0.28184 2.86487 -0.24494
93 H -0.01515 2.49698 0.61836
94 H -0.49392 3.06512 -0.71709
95 C -5.78840 -0.38900 0.08947
96 S -4.33562 -0.72217 1.14339
97 O -3.45015 -1.67301 0.44556
98 O -4.77756 -1.21343 2.42082
99 O -3.67257 0.57433 1.23434
100 H -6.29322 -1.30931 -0.11461
101 H -5.45451 0.01212 -0.85443
102 H -6.46278 0.28257 0.62212
103 O -1.51031 0.59356 3.95487
104 B -0.51443 0.43106 2.98004
105 O 0.25937 -1.57698 3.96672
106 C -0.68074 -1.38183 4.96761
107 C -0.80425 -2.33940 5.97925
108 C -1.74756 -2.19922 6.99186
109 C -2.60064 -1.10013 7.00138
110 C -2.49887 -0.16667 5.98248
111 C -1.57280 -0.31876 4.92748
112 H -0.12654 -3.19856 5.96794
113 H -1.81914 -2.92539 7.77117
114 H -3.36479 -1.02254 7.76756
115 H -3.19169 0.66775 5.98308
116 N -4.28833 -2.23384 -2.03793
117 C -3.40728 -3.13560 -2.75012
118 C -1.93716 -2.62954 -2.71066
119 O -1.16622 -3.16848 -3.50885
120 O -1.67710 -1.76476 -1.82008
121 H -5.25842 -2.50293 -2.12326
122 H -4.19360 -1.20768 -2.38186
123 H -4.04526 -2.16479 -1.05124
124 H -3.75134 -3.33039 -3.75841
125 H -3.34844 -4.09074 -2.23876


[4]
C5H20N10O5 | wB97M-V/def2-TZVPD

## Properties
ΔE to the lowest compared entry with this formula, charge and spin	29.0	kcal per mole
frontier orbital gap (spin up / spin down)	2.29 / 9.17	eV
F_max	8.0	eV/Å
net charge	-1
expectation value of S²	0.750
spin multiplicity	2

Atoms and positions in Å:
1 C 3.53761 -0.74167 -2.49414
2 O 2.64121 -1.47422 -2.09630
3 N 4.66136 -1.01236 -2.98546
4 N 3.33545 0.54086 -2.42658
5 H 4.82437 -1.99661 -3.14287
6 H 5.04964 -0.40249 -3.69072
7 H 4.14579 1.08208 -2.69216
8 H 2.46313 0.93183 -2.10053
9 C -4.42386 -4.38213 2.54022
10 O -5.43663 -3.92808 3.08264
11 N -3.23224 -3.92637 2.76753
12 N -4.49404 -5.26426 1.54557
13 H -3.15113 -3.17571 3.43837
14 H -2.49369 -4.28713 2.18061
15 H -5.45137 -5.51737 1.34670
16 H -3.77109 -5.62722 0.94084
17 C 0.47286 3.16928 -1.93026
18 O 1.60168 3.29651 -1.59072
19 N -0.39981 2.29393 -1.50371
20 N -0.05236 3.80485 -2.95332
21 H -1.30650 2.03144 -1.86302
22 H -0.09455 1.78285 -0.68780
23 H -1.01451 3.62152 -3.19982
24 H 0.64330 4.27785 -3.51228
25 C -0.54081 -0.99279 0.30734
26 O -0.08050 0.15125 0.37369
27 N -0.05043 -1.98532 -0.37273
28 N -1.67163 -1.21805 0.87468
29 H -0.62244 -2.81687 -0.41040
30 H 0.85451 -1.86292 -0.80425
31 H -2.26572 -0.40341 0.81537
32 H -2.04348 -2.15329 0.95927
33 C 1.45586 3.57827 2.23705
34 O 2.59818 4.07802 2.08657
35 N 0.75409 2.85284 1.46155
36 N 0.78615 3.63858 3.33603
37 H 1.34712 2.64360 0.67121
38 H 0.09896 2.23197 1.91478
39 H 0.02714 3.00459 3.54110
40 H 1.29849 4.15614 4.03585


[5]
H22O11 | wB97M-V/def2-TZVPD

## Properties
ΔE to the lowest compared entry with this formula, charge and spin	98.5	kcal per mole
frontier orbital gap	9.37	eV
F_max	3.7	eV/Å
SMILES	O.O.O.O.O.O.O.O.O.O.O
spin multiplicity	1

Atoms and positions in Å:
1 O 0.67662 0.11299 0.09769
2 H -0.06441 -0.44163 0.36650
3 H 1.39028 -0.14497 0.69195
4 O 5.12323 -0.29090 -1.65767
5 H 5.60218 -1.00704 -1.22554
6 H 5.70280 0.47270 -1.55763
7 O -2.36998 -0.29544 -2.37770
8 H -2.45137 0.66231 -2.44910
9 H -1.92657 -0.43077 -1.53269
10 O 3.12258 -0.67825 -1.69671
11 H 2.31742 -0.75832 -1.17298
12 H 3.66208 -1.42488 -1.41302
13 O -4.83269 -0.27483 -1.44582
14 H -4.00563 0.19717 -1.59479
15 H -5.25524 -0.28668 -2.31202
16 O 1.95188 3.70642 -0.92361
17 H 1.61080 3.31345 -1.73492
18 H 2.07201 2.95529 -0.33169
19 O 4.05552 -1.01559 1.85701
20 H 3.99091 -0.05398 1.86802
21 H 4.14408 -1.25533 2.78635
22 O -2.59667 2.71400 1.96289
23 H -1.76061 2.81438 2.43183
24 H -3.17280 2.27861 2.60124
25 O -3.66092 -2.74850 -0.06681
26 H -2.71185 -2.61504 0.03537
27 H -3.97266 -1.92506 -0.45891
28 O 0.79590 -1.53552 2.13035
29 H 0.04771 -2.08318 2.39352
30 H 1.46418 -1.71310 2.80181
31 O -3.20849 0.82059 0.86440
32 H -3.49036 0.09378 0.29758
33 H -2.24992 0.83728 0.76510